1.
The following is a quantum chemistry calculation of a molecular structure, C35H47BiIN7O8P2Se3Te, from the OMol25 dataset.

The geometry in XYZ format:
```
105
Properties=species:S:1:pos:R:3
Bi -1.02 -0.39 1.04
Se -3.54 2.70 3.15
Se -4.57 1.54 4.78
Te -4.17 -1.11 4.66
Se -3.37 -1.96 2.49
C 1.78 3.81 3.47
C 3.06 3.32 3.22
C 3.23 2.32 2.27
C 2.06 1.89 1.55
N 0.82 2.25 1.89
C 0.70 3.18 2.85
C 2.16 1.10 0.26
C 3.39 0.99 -0.45
C 3.37 0.56 -1.77
C 2.13 0.22 -2.34
C 0.96 0.37 -1.57
N 1.03 0.70 -0.26
H 1.64 4.66 4.12
H 3.88 3.70 3.83
H 4.22 1.96 2.03
H -0.33 3.43 3.09
H 4.35 1.21 0.09
H 4.29 0.49 -2.35
H 2.06 -0.10 -3.41
H -0.07 0.19 -1.94
C -2.35 4.78 -3.59
N -3.34 5.14 -2.54
C -3.28 6.61 -2.28
N -1.93 7.13 -1.91
C -1.03 6.77 -3.02
N -0.99 5.29 -3.30
C -0.30 4.50 -2.27
P -1.35 4.61 -0.74
C -3.14 4.38 -1.34
C -1.44 6.50 -0.69
H -2.75 5.18 -4.53
H -2.33 3.70 -3.71
H -3.96 6.82 -1.45
H -3.52 7.03 -3.27
H 0.03 7.05 -2.82
H -1.34 7.24 -3.95
H 0.70 4.95 -2.11
H -0.04 3.47 -2.66
H -3.77 4.70 -0.51
H -3.27 3.29 -1.49
H -0.46 6.90 -0.46
H -2.07 6.83 0.15
C -5.54 -1.37 -1.36
N -4.32 -0.89 -2.04
C -4.21 -1.11 -3.40
C -3.04 -0.94 -4.05
C -1.92 -0.55 -3.23
O -0.80 -0.60 -3.75
N -2.17 -0.13 -1.96
C -3.30 -0.25 -1.32
O -3.44 0.06 -0.12
H -5.94 -2.17 -1.96
H -6.28 -0.60 -1.28
H -5.23 -1.71 -0.38
H -5.10 -1.48 -3.90
H -2.88 -1.03 -5.11
C 0.94 -5.49 3.88
C 0.78 -4.08 3.39
O 2.10 -3.51 3.25
P 2.59 -2.34 2.25
O 3.54 -1.39 3.12
C 4.85 -1.79 3.64
C 5.36 -0.62 4.42
O 3.70 -3.23 1.41
C 3.35 -3.86 0.15
C 3.92 -5.23 0.05
H 0.00 -6.01 3.87
H 1.34 -5.47 4.87
H 1.67 -5.92 3.18
H 0.25 -3.41 4.07
H 0.33 -4.09 2.43
H 5.58 -2.05 2.85
H 4.70 -2.70 4.23
H 5.15 0.31 3.83
H 6.46 -0.68 4.58
H 4.93 -0.49 5.41
H 3.73 -3.14 -0.62
H 2.25 -3.84 0.05
H 4.90 -5.23 0.50
H 4.08 -5.47 -0.98
H 3.31 -6.01 0.50
C -0.37 -0.14 4.11
O 0.10 -0.66 2.86
H -0.99 -0.87 4.62
H -0.87 0.89 4.12
H 0.53 0.05 4.71
I 0.56 -6.36 -5.38
C -0.23 -5.25 -3.83
C -1.41 -5.58 -3.18
C -1.74 -4.93 -2.04
C -0.93 -3.86 -1.56
C 0.21 -3.44 -2.30
C 0.50 -4.10 -3.49
C -1.42 -3.26 -0.33
O -2.48 -3.63 0.18
O -0.62 -2.32 0.18
H -2.01 -6.35 -3.69
H -2.64 -5.23 -1.47
H 0.84 -2.62 -1.99
H 1.22 -3.73 -4.22
```

Computed properties:
- ΔE to the lowest compared entry with this formula, charge and spin: 0.165 eV
- Charge: -2
- HOMO energy: -0.28 eV
- Frontier orbital gap: 3.322 eV
- Calculated total energy: -299720.83442 eV
- Lowest unoccupied orbital energy: 3.040 eV

***

2.
The following is a quantum chemistry calculation of a molecular structure, C35H47BrMgN4P2, from the OMol25 dataset.

The geometry in XYZ format:
```
90
Properties=species:S:1:pos:R:3
N 6.50 -4.94 4.14
C 5.46 -4.42 4.78
C 4.61 -3.48 4.17
C 4.78 -3.10 2.81
C 5.92 -3.69 2.16
C 6.73 -4.61 2.87
C 3.70 -2.29 2.19
Mg 0.31 -0.78 0.06
P -2.93 -1.25 -3.14
C 3.45 -2.06 0.85
C 2.34 -2.72 0.19
C 2.54 -3.64 -0.88
C 1.63 -4.67 -1.13
C 0.38 -4.66 -0.49
C 0.07 -3.61 0.40
C 1.08 -2.77 0.91
Br -1.08 -5.67 -0.87
H 2.94 -1.98 2.94
H 4.21 -1.54 0.22
H 3.76 -3.10 4.73
H 6.19 -3.50 1.12
H 5.29 -4.70 5.82
H 7.61 -5.10 2.43
H 3.47 -3.67 -1.47
H 1.04 -2.56 1.98
H 1.91 -5.46 -1.83
H -0.95 -3.44 0.74
P 1.78 0.87 -1.39
C -3.58 -2.44 -1.95
C -4.28 -3.60 -2.66
H -4.26 -1.90 -1.28
H -2.72 -2.77 -1.37
H -4.75 -4.26 -1.93
H -5.06 -3.25 -3.35
H -3.59 -4.22 -3.23
C -1.37 -1.99 -3.72
C -1.36 -2.01 -5.26
H -1.33 -3.01 -3.29
H -0.56 -1.37 -3.30
H -0.51 -2.60 -5.63
H -2.27 -2.46 -5.67
H -1.27 -1.00 -5.67
C -2.65 0.35 -2.36
C -3.84 1.27 -2.73
H -1.69 0.76 -2.75
H -2.56 0.10 -1.29
H -3.57 2.33 -2.69
H -4.20 1.04 -3.75
H -4.69 1.12 -2.04
C 1.33 2.66 -1.64
C 2.41 3.68 -2.01
H 0.82 2.94 -0.71
H 0.57 2.65 -2.43
H 2.93 4.10 -1.13
H 3.17 3.28 -2.70
H 1.95 4.52 -2.53
C 1.94 0.42 -3.17
C 2.88 -0.72 -3.52
H 2.29 1.32 -3.69
H 0.91 0.22 -3.49
H 3.92 -0.44 -3.35
H 2.70 -1.65 -2.97
H 2.82 -0.95 -4.59
C 3.59 1.05 -1.00
C 3.83 1.57 0.43
H 4.00 1.77 -1.74
H 4.09 0.07 -1.13
H 4.82 2.08 0.44
H 3.08 2.32 0.76
H 3.89 0.72 1.15
N -6.65 5.77 5.44
C -5.80 5.26 4.82
C -4.72 4.66 4.09
C -3.41 5.00 4.43
C -2.33 4.36 3.83
C -2.56 3.33 2.90
C -3.87 3.03 2.48
C -4.95 3.69 3.09
N -1.46 2.55 2.45
C -0.15 2.68 2.91
C 0.58 1.66 2.39
N -0.23 0.95 1.49
C -1.45 1.50 1.58
H -3.22 5.78 5.17
H -1.32 4.62 4.12
H -4.04 2.27 1.70
H -5.98 3.45 2.81
H 0.15 3.44 3.60
H 1.62 1.42 2.55
H -2.32 1.19 1.00
```

Computed properties:
- ΔE to the lowest compared entry with this formula, charge and spin: 2.131 eV
- Charge: +2
- HOMO energy (spin up / spin down): -12.23 / -12.23 eV
- Frontier orbital gap (spin up / spin down): 5.388 / 5.395 eV
- Calculated total energy: -137065.77213 eV
- Lowest unoccupied orbital energy (spin up / spin down): -6.842 / -6.835 eV

***

3.
The following is a quantum chemistry calculation of a molecular structure, C35H47Cl2N4O3SSi4SrTe, from the OMol25 dataset.

The geometry in XYZ format:
```
98
Properties=species:S:1:pos:R:3
Sr 2.75 -0.86 -0.18
Cl 8.30 -3.77 -2.57
C 6.91 -3.41 -1.58
C 6.27 -2.20 -1.71
C 5.14 -1.84 -0.95
N 4.64 -0.58 -1.05
C 4.87 0.21 -2.07
O 5.39 0.00 -3.18
C 4.39 1.62 -1.83
C 5.15 2.66 -2.38
C 4.74 3.96 -2.19
C 3.57 4.20 -1.47
C 2.88 3.11 -0.97
N 3.28 1.85 -1.14
C 4.66 -2.79 -0.01
C 5.36 -3.99 0.12
C 6.46 -4.32 -0.64
Cl 7.25 -5.85 -0.41
N 3.53 -2.58 0.72
C 3.04 -3.43 1.59
O 3.51 -4.46 2.09
C 1.67 -3.08 2.09
C 0.87 -4.15 2.50
C -0.34 -3.90 3.10
C -0.72 -2.58 3.31
C 0.13 -1.58 2.87
N 1.29 -1.81 2.25
H 6.64 -1.50 -2.43
H 6.04 2.41 -2.93
H 5.32 4.79 -2.59
H 3.21 5.20 -1.31
H 1.96 3.23 -0.41
H 5.02 -4.69 0.87
H 1.24 -5.15 2.34
H -0.98 -4.72 3.42
H -1.65 -2.33 3.79
H -0.10 -0.53 3.01
C -4.98 2.60 1.12
Si -3.49 1.43 0.71
C -3.37 0.28 2.25
C -4.12 0.30 -0.71
Si -1.31 2.31 0.11
Te 0.01 0.14 -0.07
Si -1.74 3.41 -1.99
C -0.50 4.81 -2.45
C -3.49 4.20 -2.11
C -1.63 2.17 -3.44
Si -1.03 4.14 1.64
C -2.38 5.47 1.30
C 0.63 5.11 1.60
C -1.25 3.66 3.49
H -5.90 2.04 1.27
H -5.15 3.31 0.33
H -4.79 3.16 2.03
H -4.20 -0.42 2.31
H -3.35 0.85 3.18
H -2.45 -0.29 2.19
H -4.78 -0.49 -0.36
H -3.26 -0.16 -1.19
H -4.66 0.86 -1.47
H -0.55 5.64 -1.76
H -0.68 5.21 -3.45
H 0.52 4.44 -2.44
H -3.65 4.90 -1.30
H -4.25 3.43 -2.02
H -3.66 4.72 -3.04
H -0.68 1.64 -3.40
H -1.70 2.64 -4.42
H -2.42 1.43 -3.38
H -2.21 5.96 0.35
H -2.41 6.25 2.06
H -3.35 5.01 1.26
H 0.81 5.54 0.62
H 1.47 4.46 1.83
H 0.65 5.92 2.32
H -2.26 3.32 3.68
H -1.04 4.48 4.16
H -0.58 2.84 3.75
C -4.32 -6.06 1.00
C -3.14 -5.21 0.63
C -1.96 -5.79 0.20
C -0.88 -5.00 -0.17
C -0.97 -3.63 -0.12
C -2.13 -3.03 0.35
C -3.21 -3.82 0.72
S 0.48 -2.67 -0.66
C -0.34 -2.19 -2.24
O 1.46 -3.66 -1.09
H -4.18 -7.08 0.66
H -5.24 -5.67 0.55
H -4.47 -6.08 2.08
H -1.88 -6.86 0.15
H 0.03 -5.45 -0.53
H -2.20 -1.95 0.41
H -4.11 -3.34 1.06
H -0.45 -3.08 -2.85
H 0.30 -1.47 -2.75
H -1.31 -1.75 -2.03
```

Computed properties:
- ΔE to the lowest compared entry with this formula, charge and spin: 3.670 eV
- Charge: -1
- HOMO energy: -4.82 eV
- Frontier orbital gap: 6.931 eV
- Calculated total energy: -124685.96369 eV
- Lowest unoccupied orbital energy: 2.111 eV

***

4.
The following is a quantum chemistry calculation of a molecular structure, C35H47FN5O8Y, from the OMol25 dataset.

The geometry in XYZ format:
```
97
Properties=species:S:1:pos:R:3
Y -0.05 -0.30 0.01
C -4.26 -3.98 5.68
C -3.17 -2.91 5.81
C -1.95 -3.54 6.46
C -3.68 -1.78 6.72
C -2.85 -2.34 4.44
C -1.61 -2.37 3.88
C -1.38 -1.77 2.61
N -0.15 -1.70 2.00
C 0.93 -2.40 2.20
C 1.03 -3.64 2.95
C 2.22 -4.25 3.08
C 3.40 -3.65 2.47
C 3.41 -2.53 1.71
C 2.13 -1.85 1.53
O 2.03 -0.80 0.86
C 4.66 -1.98 1.03
C 4.47 -2.00 -0.50
C 5.89 -2.83 1.36
C 4.94 -0.55 1.51
C 2.41 -5.58 3.80
C 3.40 -5.38 4.95
C 2.96 -6.62 2.81
C 1.09 -6.10 4.37
C -2.41 -1.07 1.92
O -2.13 -0.46 0.81
C -3.73 -1.09 2.48
C -3.88 -1.72 3.69
C -4.98 -0.46 1.84
C -4.77 0.20 0.47
C -6.03 -1.57 1.65
C -5.54 0.61 2.79
H -4.49 -4.40 6.66
H -3.93 -4.80 5.03
H -5.18 -3.58 5.26
H -2.22 -3.94 7.44
H -1.14 -2.82 6.61
H -1.56 -4.37 5.86
H -3.93 -2.18 7.71
H -4.58 -1.32 6.32
H -2.93 -1.00 6.85
H -0.78 -2.77 4.43
H 0.13 -4.09 3.31
H 4.32 -4.18 2.62
H 4.29 -3.01 -0.85
H 5.37 -1.62 -0.97
H 3.64 -1.38 -0.82
H 5.78 -3.86 1.01
H 6.10 -2.85 2.43
H 6.76 -2.40 0.86
H 4.13 0.14 1.27
H 5.85 -0.18 1.03
H 5.10 -0.53 2.59
H 4.38 -5.07 4.61
H 3.53 -6.32 5.49
H 3.03 -4.64 5.66
H 3.92 -6.33 2.39
H 2.27 -6.78 1.98
H 3.10 -7.57 3.32
H 0.66 -5.41 5.10
H 1.27 -7.05 4.89
H 0.35 -6.28 3.59
H -4.87 -1.72 4.13
H -4.40 -0.51 -0.27
H -4.09 1.04 0.52
H -5.74 0.57 0.14
H -5.66 -2.33 0.96
H -6.94 -1.15 1.23
H -6.28 -2.06 2.59
H -4.80 1.39 2.97
H -5.83 0.19 3.75
H -6.41 1.08 2.35
N -1.21 0.24 -2.25
N -0.64 -0.65 -3.19
C 0.25 -1.63 -2.75
O 0.95 -2.22 -3.54
O 0.21 -1.80 -1.45
H -2.22 0.14 -2.26
H -0.97 1.20 -2.48
H -0.51 -0.34 -4.14
F 0.97 3.40 4.67
C -0.10 3.75 3.95
C -0.25 3.36 2.68
N -1.35 3.74 1.93
C -1.55 3.20 0.58
C -0.21 3.02 -0.15
O 0.30 3.93 -0.76
O 0.29 1.82 -0.04
C -2.36 4.50 2.47
O -3.37 4.80 1.86
N -2.15 4.91 3.77
C -1.10 4.59 4.62
O -1.03 5.00 5.75
H 0.49 2.76 2.18
H -2.17 3.92 0.05
H -2.09 2.25 0.66
H -2.88 5.49 4.16
```

Computed properties:
- ΔE to the lowest compared entry with this formula, charge and spin: 0.643 eV
- HOMO energy (spin up / spin down): -8.20 / -8.21 eV
- Frontier orbital gap (spin up / spin down): 5.610 / 5.619 eV
- Calculated total energy: -64656.10472 eV
- Lowest unoccupied orbital energy (spin up / spin down): -2.591 / -2.587 eV